No. 1
The following is a quantum chemistry calculation of C29H62AlFNOP as an isolated structure, from the Open Molecules 2025 dataset.

Max |F| in eV Å⁻¹: 2.54
Molar mass in g/mol: 517.8
Kohn-Sham gap in eV: 4.79

Last column: Löwdin charge in e.
Element x y z (Å)
C  3.29  6.48  3.18  -0.07
C  3.18  5.61  4.27  -0.27
C  1.84  5.42  5.04  -0.22
Al  1.08  3.53  5.01  0.21
F  0.56  3.15  6.76  -0.33
C  2.41  2.06  4.50  -0.22
C  3.31  2.35  3.22  -0.29
C  4.87  2.29  3.49  -0.22
C  5.73  2.00  2.19  -0.16
C  5.81  3.36  1.35  -0.22
O  4.87  3.26  0.27  -0.20
C  4.67  4.54  -0.36  -0.25
C  3.11  4.83  -0.26  -0.09
N  -0.53  3.55  3.98  0.06
C  -0.46  2.87  2.90  -0.50
C  -1.33  1.53  2.81  -0.08
C  0.34  3.24  1.60  -0.08
H  2.70  7.44  3.26  0.05
H  3.97  6.23  2.34  0.01
H  4.07  5.04  4.67  0.08
H  1.05  6.10  4.61  0.05
H  2.06  5.67  6.13  0.06
H  3.13  1.98  5.38  0.05
H  1.91  1.04  4.45  0.05
H  3.00  3.29  2.67  0.07
H  3.09  1.50  2.48  0.09
H  5.26  3.25  3.92  0.09
H  5.05  1.48  4.24  0.10
H  6.80  1.80  2.51  0.10
H  5.33  1.15  1.57  0.11
H  6.84  3.49  0.88  0.12
H  5.62  4.24  2.03  0.12
H  5.20  5.37  0.19  0.11
H  4.93  4.50  -1.45  0.11
H  2.53  4.13  -0.93  0.07
H  2.84  5.88  -0.56  0.08
H  2.83  4.70  0.81  0.04
H  -0.85  0.76  2.14  0.04
H  -2.29  1.85  2.30  0.06
H  -1.63  1.15  3.82  0.07
H  1.20  2.56  1.37  0.06
H  -0.38  3.14  0.73  0.07
H  0.61  4.33  1.66  0.08
C  0.73  -5.71  -1.00  -0.10
C  -0.75  -5.60  -0.65  -0.25
C  -1.67  -5.65  -1.88  -0.23
C  -1.72  -4.38  -2.73  -0.26
P  -2.74  -3.02  -2.16  1.00
C  -4.37  -3.71  -1.76  -0.27
C  -5.10  -4.61  -2.75  -0.23
C  -5.77  -3.96  -3.97  -0.26
C  -6.66  -2.76  -3.64  -0.10
C  -3.03  -1.88  -3.50  -0.27
C  -1.91  -1.12  -4.20  -0.22
C  -1.32  0.10  -3.49  -0.25
C  -2.33  1.02  -2.82  -0.10
C  -2.27  -2.27  -0.61  -0.26
C  -1.04  -1.41  -0.36  -0.21
C  0.31  -1.93  -0.86  -0.25
C  1.20  -2.46  0.27  -0.10
H  1.05  -4.92  -1.69  0.06
H  1.33  -5.64  -0.10  0.08
H  0.94  -6.67  -1.47  0.08
H  -0.93  -4.69  -0.08  0.08
H  -1.01  -6.43  0.01  0.12
H  -2.68  -5.91  -1.54  0.10
H  -1.34  -6.48  -2.51  0.12
H  -2.14  -4.66  -3.70  0.11
H  -0.71  -4.03  -2.96  0.09
H  -5.01  -2.88  -1.45  0.10
H  -4.21  -4.30  -0.85  0.10
H  -5.89  -5.13  -2.19  0.12
H  -4.43  -5.39  -3.12  0.10
H  -6.39  -4.72  -4.46  0.11
H  -5.03  -3.68  -4.71  0.09
H  -7.48  -3.05  -2.99  0.09
H  -7.08  -2.35  -4.56  0.08
H  -6.10  -1.96  -3.16  0.05
H  -3.84  -1.19  -3.21  0.10
H  -3.46  -2.49  -4.29  0.08
H  -2.31  -0.76  -5.15  0.12
H  -1.10  -1.81  -4.46  0.11
H  -0.74  0.68  -4.21  0.12
H  -0.59  -0.24  -2.75  0.07
H  -3.00  1.48  -3.57  0.08
H  -1.82  1.82  -2.29  0.08
H  -2.95  0.50  -2.09  0.06
H  -2.28  -3.07  0.14  0.10
H  -3.13  -1.64  -0.34  0.11
H  -0.98  -1.22  0.72  0.11
H  -1.21  -0.42  -0.79  0.09
H  0.86  -1.11  -1.33  0.11
H  0.19  -2.70  -1.62  0.07
H  1.49  -1.65  0.94  0.09
H  2.11  -2.89  -0.14  0.08
H  0.69  -3.22  0.86  0.07

No. 2
The following is a quantum chemistry calculation of the molecule C6H8O2, from the Open Molecules 2025 dataset.

SMILES: C/C(C=O)=C/[C@H]1CO1
Max |F| in eV Å⁻¹: 4.22
Energy above the lowest of the compared OMol25 structures with the same formula, charge and spin in eV: 3.489
Molar mass in g/mol: 112.1
Kohn-Sham gap in eV: 9.47

Last column: natural (NBO) charge in e.
Element x y z (Å)
C  -1.95  -1.31  0.08  -0.65
C  -1.03  -0.16  -0.14  -0.14
C  -1.56  1.29  -0.21  0.39
O  -0.85  2.33  -0.06  -0.54
C  0.29  -0.30  -0.23  -0.10
C  1.51  0.47  -0.40  -0.01
C  2.61  0.41  0.59  -0.11
O  2.59  -0.36  -0.62  -0.48
H  -1.68  -2.16  -0.57  0.23
H  -2.93  -1.02  -0.32  0.22
H  -2.07  -1.85  1.04  0.24
H  -2.63  1.44  -0.19  0.13
H  0.67  -1.44  -0.20  0.21
H  1.46  1.44  -0.94  0.22
H  3.38  1.23  0.55  0.21
H  2.19  -0.01  1.62  0.20

The highest Kohn-Sham gap belongs to which entry?
C6H8O2

What is the max |F| in the first record?
2.54 eV Å⁻¹

Which value of molar mass does entry 1 give?
517.8 g/mol

Number 2 is which compound?
C6H8O2